{
  "formula": "C5H9NO",
  "method": "the ωB97M-V functional and the def2-TZVPD basis",
  "fmax_ev_per_a": 0.5,
  "smiles": "O=N[C@@]12CC[C@@H]1C2.[H][H]",
  "lumo_ev": 0.3157,
  "energy_ev": -8863.9113,
  "mol_weight_g_mol": 99.133,
  "orbital_gap_ev": 9.26,
  "relative_energy_kj_mol": 511.5,
  "species": ["C", "C", "C", "C", "C", "N", "O", "H", "H", "H", "H", "H", "H", "H", "H", "H"],
  "positions_angstrom": [[-1.01401, -1.01739, -0.22550], [-0.77132, 0.03736, -1.23410], [-0.78986, 1.43131, -0.59928], [0.34737, 1.01400, 0.38044], [0.34451, -0.36490, -0.25533], [1.44904, -1.16696, -0.64130], [2.51262, -0.78089, -0.20359], [-1.64411, -0.82758, 0.64213], [0.73373, -1.38313, 2.39228], [-1.02709, -2.03667, -0.60111], [-0.78918, -0.18260, -2.29669], [-0.48194, 2.21873, -1.29120], [-1.74251, 1.71474, -0.13927], [0.12149, 1.04574, 1.45133], [1.28764, 1.54058, 0.20115], [1.46362, -1.24234, 2.42004]],
  "mulliken_charge": [-0.74, -0.34, -0.59, -0.42, 0.71, -0.32, -0.31, 0.21, -0.07, 0.32, 0.38, 0.27, 0.27, 0.29, 0.27, 0.08]
}

{
  "formula": "C5H9NO",
  "method": "the ωB97M-V functional and the def2-TZVPD basis",
  "fmax_ev_per_a": 0.3,
  "smiles": "C[C@H]1N[C@H]1[C@H]1CO1",
  "lumo_ev": 1.1342,
  "energy_ev": -8866.2781,
  "mol_weight_g_mol": 99.133,
  "orbital_gap_ev": 10.41,
  "relative_energy_kj_mol": 283.1,
  "species": ["C", "C", "N", "C", "C", "C", "O", "H", "H", "H", "H", "H", "H", "H", "H", "H"],
  "positions_angstrom": [[-2.01011, -0.43170, -0.02165], [-1.17569, 0.61757, 0.67633], [-0.10992, 0.26320, 1.61644], [0.24805, 0.88365, 0.34610], [0.96370, 0.15910, -0.76122], [2.30115, -0.42744, -0.63397], [1.13566, -1.24673, -0.67589], [-2.48431, -0.00382, -0.91297], [-2.81331, -0.77872, 0.63988], [-1.41601, -1.29824, -0.33035], [-1.75455, 1.48043, 1.00546], [0.06941, -0.73801, 1.57066], [0.59082, 1.91468, 0.45363], [0.68823, 0.50057, -1.76374], [2.92982, -0.47209, -1.52340], [2.83705, -0.42245, 0.31468]],
  "mulliken_charge": [-1.24, 0.04, -0.68, -0.20, 0.03, -0.40, -0.44, 0.29, 0.34, 0.32, 0.36, 0.31, 0.38, 0.36, 0.27, 0.25]
}

{
  "formula": "C5H9NO",
  "method": "the ωB97M-V functional and the def2-TZVPD basis",
  "fmax_ev_per_a": 2.0,
  "lumo_ev": 0.6235,
  "energy_ev": -8865.8479,
  "mol_weight_g_mol": 99.133,
  "orbital_gap_ev": 8.84,
  "relative_energy_kj_mol": 324.6,
  "species": ["C", "C", "C", "C", "N", "C", "O", "H", "H", "H", "H", "H", "H", "H", "H", "H"],
  "positions_angstrom": [[0.18227, -0.54157, -1.75057], [1.16578, 0.17635, 1.25690], [-0.14254, 0.80161, -1.13138], [-1.30193, 0.49334, 0.46252], [-1.60238, -0.69718, 0.94656], [0.06860, 0.93901, 0.53762], [-0.18838, 1.81437, -1.78537], [-2.52529, -1.07366, 0.79845], [-0.97236, -1.28929, 1.48731], [0.14726, 2.02099, 0.60135], [0.03746, -1.37748, -1.06845], [1.22516, -0.52469, -2.06640], [-0.44516, -0.69378, -2.62892], [2.14502, 0.58092, 0.99279], [1.04125, 0.25924, 2.34153], [1.16523, -0.88818, 1.00607]],
  "mulliken_charge": [-1.03, -1.43, 0.80, -0.83, -0.19, 0.41, -0.56, 0.25, 0.20, 0.43, 0.29, 0.28, 0.34, 0.36, 0.36, 0.34]
}

{
  "formula": "C5H9NO",
  "method": "the ωB97M-V functional and the def2-TZVPD basis",
  "fmax_ev_per_a": 0.4,
  "smiles": "O[C@H]1C[C@]2(CN2)C1",
  "lumo_ev": 1.0034,
  "energy_ev": -8866.5163,
  "mol_weight_g_mol": 99.133,
  "orbital_gap_ev": 10.66,
  "relative_energy_kj_mol": 260.2,
  "species": ["O", "C", "C", "C", "C", "N", "C", "H", "H", "H", "H", "H", "H", "H", "H", "H"],
  "positions_angstrom": [[-1.77823, -0.38704, 1.43259], [-1.38691, -0.72085, 0.12273], [-0.97471, 0.51503, -0.71230], [0.45400, 0.23055, -0.26408], [1.73712, 0.89210, -0.52187], [1.08584, 1.01542, 0.79578], [0.08126, -1.22420, 0.02082], [-1.20286, 0.33217, 1.73144], [-2.16349, -1.37930, -0.27182], [-1.42270, 1.47662, -0.44704], [-1.09492, 0.32905, -1.78478], [1.77913, 1.84609, -1.04219], [2.62308, 0.26948, -0.62685], [1.53269, 0.37868, 1.45334], [0.23580, -1.90862, -0.82013], [0.49491, -1.66519, 0.93437]],
  "mulliken_charge": [-0.55, -0.06, -0.80, 0.49, -0.52, -0.65, -0.67, 0.37, 0.41, 0.36, 0.29, 0.25, 0.23, 0.27, 0.26, 0.32]
}

{
  "formula": "C5H9NO",
  "method": "the ωB97M-V functional and the def2-TZVPD basis",
  "fmax_ev_per_a": 0.4,
  "lumo_ev": 0.9745,
  "energy_ev": -8864.8291,
  "mol_weight_g_mol": 99.133,
  "orbital_gap_ev": 9.52,
  "relative_energy_kj_mol": 422.9,
  "species": ["O", "C", "C", "C", "C", "N", "C", "H", "H", "H", "H", "H", "H", "H", "H", "H"],
  "positions_angstrom": [[2.45372, -0.31045, -1.59587], [1.26383, -0.84253, -1.52673], [0.80177, -0.97008, -0.09046], [-0.31506, 0.03969, 0.22895], [-1.08723, -0.13920, 1.47750], [-0.03296, 0.87548, 1.39848], [-0.99684, 0.68586, -0.95908], [2.83590, -0.09041, -0.71416], [-1.40265, -0.06988, -1.63594], [1.60322, -0.81626, 0.65742], [0.41617, -1.99112, 0.02720], [-0.86986, -0.98188, 2.13095], [-2.12781, 0.18390, 1.48523], [-0.44492, 1.79894, 1.28122], [-1.81245, 1.33993, -0.62886], [-0.28482, 1.28799, -1.53586]],
  "mulliken_charge": [-0.25, -0.34, -0.74, 1.35, -0.76, -0.72, -1.48, 0.30, 0.36, 0.38, 0.28, 0.27, 0.29, 0.28, 0.40, 0.36]
}

{
  "formula": "C5H9NO",
  "method": "the ωB97M-V functional and the def2-TZVPD basis",
  "fmax_ev_per_a": 2.2,
  "smiles": "C[C@@H](N)/C=C1\\CO1",
  "lumo_ev": 0.5807,
  "energy_ev": -8863.7793,
  "mol_weight_g_mol": 99.133,
  "orbital_gap_ev": 8.09,
  "relative_energy_kj_mol": 524.2,
  "species": ["C", "C", "N", "C", "C", "C", "O", "H", "H", "H", "H", "H", "H", "H", "H", "H"],
  "positions_angstrom": [[-1.74257, -0.12728, -0.64055], [-0.99424, 0.50596, 0.52812], [-0.76151, -0.46172, 1.61480], [0.48300, 0.63530, 0.48257], [1.22301, -0.37017, -0.09612], [2.01515, -0.22662, -1.29015], [2.63048, -0.35451, -0.00621], [-1.91402, 0.59171, -1.44934], [-2.71638, -0.50508, -0.30582], [-1.16627, -0.96464, -1.04305], [-1.52932, 1.38801, 0.90545], [-0.59776, -0.09362, 2.53998], [0.90981, 1.35712, 1.18012], [-0.09065, -1.15326, 1.25361], [2.19328, -1.01709, -2.00573], [2.05798, 0.79588, -1.66767]],
  "mulliken_charge": [-1.31, 0.47, -0.68, -0.44, -0.05, -0.37, -0.46, 0.31, 0.36, 0.29, 0.35, 0.29, 0.38, 0.38, 0.26, 0.23]
}

{
  "formula": "C5H9NO",
  "method": "the ωB97M-V functional and the def2-TZVPD basis",
  "fmax_ev_per_a": 3.1,
  "smiles": "CC(/C=C\\O)=C\\N",
  "lumo_ev": 0.7783,
  "energy_ev": -8866.3549,
  "mol_weight_g_mol": 99.133,
  "orbital_gap_ev": 7.33,
  "relative_energy_kj_mol": 275.7,
  "species": ["C", "C", "N", "C", "C", "C", "O", "H", "H", "H", "H", "H", "H", "H", "H", "H"],
  "positions_angstrom": [[0.24789, 0.02096, 1.96203], [0.07839, -0.10069, 0.47017], [-1.58434, 1.66477, 0.33603], [1.08668, -0.88540, -1.60161], [-0.77511, 0.69439, -0.23772], [0.90891, -0.99939, -0.26371], [0.11202, -0.84988, -2.57232], [0.50354, -0.96870, -3.44282], [-2.49288, 1.78801, -0.08188], [-1.59889, 1.70487, 1.34327], [2.06384, -1.14147, -1.99916], [-1.10017, 0.44915, -1.23535], [1.66931, -1.54396, 0.28138], [0.59857, 1.01608, 2.24217], [0.98295, -0.69370, 2.32547], [-0.70071, -0.15504, 2.47405]],
  "mulliken_charge": [-1.57, 0.99, -0.47, -0.16, -0.33, -0.68, -0.49, 0.34, 0.23, 0.22, 0.28, 0.32, 0.27, 0.34, 0.37, 0.34]
}

{
  "formula": "C5H9NO",
  "method": "the ωB97M-V functional and the def2-TZVPD basis",
  "fmax_ev_per_a": 0.5,
  "smiles": "[H]/N=C/CCCC=O",
  "lumo_ev": 0.8951,
  "energy_ev": -8867.6837,
  "mol_weight_g_mol": 99.133,
  "orbital_gap_ev": 10.83,
  "relative_energy_kj_mol": 147.5,
  "species": ["N", "C", "C", "C", "C", "C", "O", "H", "H", "H", "H", "H", "H", "H", "H", "H"],
  "positions_angstrom": [[-1.01472, -2.48257, 0.10896], [-0.79862, -1.32224, -0.35496], [-1.38515, -0.09004, 0.27280], [-0.34015, 0.91630, 0.78254], [0.72575, 1.28285, -0.25033], [1.86028, 0.28741, -0.34702], [2.08702, -0.57252, 0.46958], [-0.52618, -3.17890, -0.45760], [-2.01301, 0.40515, -0.48252], [-2.03671, -0.40586, 1.09346], [0.15825, 0.51221, 1.66944], [-0.86685, 1.82537, 1.09208], [0.29799, 1.42839, -1.25261], [1.20051, 2.24276, 0.00267], [2.52012, 0.40514, -1.23359], [-0.18387, -1.14779, -1.25201]],
  "mulliken_charge": [-0.64, 0.02, -0.63, -0.52, -0.62, -0.03, -0.45, 0.26, 0.30, 0.28, 0.31, 0.34, 0.32, 0.34, 0.34, 0.37]
}

{
  "formula": "C5H9NO",
  "method": "the ωB97M-V functional and the def2-TZVPD basis",
  "fmax_ev_per_a": 4.2,
  "smiles": "C[C@H]1OC[C@H]2N[C@@H]21",
  "lumo_ev": 0.9793,
  "energy_ev": -8863.3136,
  "mol_weight_g_mol": 99.133,
  "orbital_gap_ev": 9.83,
  "relative_energy_kj_mol": 569.2,
  "species": ["C", "C", "C", "C", "C", "H", "H", "H", "H", "H", "H", "H", "H", "H", "N", "O"],
  "positions_angstrom": [[-1.99942, -0.51630, 0.20429], [-0.73127, -0.17001, -0.49001], [0.80197, 1.47910, 0.33871], [1.42560, 0.25283, -0.23649], [0.54738, -0.93004, 0.15315], [-1.74508, -0.57693, 1.23874], [-2.74996, 0.29520, 0.00067], [-2.39434, -1.51065, -0.21376], [-0.78989, -0.52307, -1.54849], [1.24198, 2.42505, 0.12036], [0.73089, 1.39001, 1.53489], [1.38602, 0.42854, -1.39149], [2.43505, -1.36508, -0.74732], [0.22282, -1.05861, 1.21519], [2.03987, -0.93114, 0.11091], [-0.42162, 1.31108, -0.28932]],
  "mulliken_charge": [-1.13, 0.21, -0.44, 0.41, -0.47, 0.29, 0.30, 0.30, 0.28, 0.31, 0.22, 0.18, 0.30, 0.20, -0.53, -0.43]
}

{
  "formula": "C5H9NO",
  "method": "the ωB97M-V functional and the def2-TZVPD basis",
  "fmax_ev_per_a": 2.5,
  "lumo_ev": 0.7212,
  "energy_ev": -8865.3715,
  "mol_weight_g_mol": 99.133,
  "orbital_gap_ev": 9.21,
  "relative_energy_kj_mol": 370.6,
  "species": ["C", "C", "C", "C", "N", "C", "O", "H", "H", "H", "H", "H", "H", "H", "H", "H"],
  "positions_angstrom": [[-0.25679, -0.35503, 0.30320], [-1.49651, 1.37604, 0.83015], [-0.88135, -1.68564, -0.09179], [1.83403, 1.06536, -0.18946], [-0.95203, 0.80613, -0.25198], [1.25127, -0.30302, 0.02798], [1.89652, -1.31806, -0.04404], [-1.35960, 0.63062, -1.17265], [-2.48274, 1.79557, 0.53873], [-0.35953, -0.17300, 1.40776], [-1.91222, -1.74391, 0.25153], [-0.31575, -2.50497, 0.34451], [-0.85448, -1.80215, -1.17512], [1.51854, 1.43959, -1.16398], [2.91942, 1.01330, -0.17295], [1.45122, 1.75916, 0.55812]],
  "mulliken_charge": [0.36, -0.56, -1.40, -1.23, -0.02, 0.46, -0.57, 0.28, 0.15, 0.40, 0.40, 0.35, 0.36, 0.30, 0.36, 0.36]
}

{
  "formula": "C5H9NO",
  "method": "the ωB97M-V functional and the def2-TZVPD basis",
  "fmax_ev_per_a": 1.1,
  "smiles": "COCCC1=NC1",
  "lumo_ev": 0.9086,
  "energy_ev": -8865.6709,
  "mol_weight_g_mol": 99.133,
  "orbital_gap_ev": 10.61,
  "relative_energy_kj_mol": 341.7,
  "species": ["C", "O", "C", "C", "C", "C", "N", "H", "H", "H", "H", "H", "H", "H", "H", "H"],
  "positions_angstrom": [[-2.23284, -0.43462, 1.88720], [-0.96049, 0.00536, 1.48829], [-0.81585, 0.16253, 0.09358], [0.65509, 0.54686, -0.07067], [2.57092, -0.22149, -1.84019], [1.35863, 0.42199, -1.36946], [1.47607, 0.72923, -2.57181], [-2.21052, -0.53503, 2.97644], [-2.48087, -1.41317, 1.44701], [-3.01948, 0.28442, 1.61107], [-1.51707, 0.92687, -0.28062], [-1.04087, -0.78243, -0.42634], [0.81226, 1.53758, 0.37296], [3.56320, 0.18853, -1.62937], [1.22131, -0.17179, 0.52118], [2.62051, -1.24486, -2.20927]],
  "mulliken_charge": [-0.71, -0.29, -0.40, -0.37, -0.52, 0.33, -0.52, 0.24, 0.29, 0.29, 0.33, 0.35, 0.31, 0.21, 0.27, 0.20]
}

{
  "formula": "C5H9NO",
  "method": "the ωB97M-V functional and the def2-TZVPD basis",
  "fmax_ev_per_a": 1.0,
  "smiles": "[H]/N=C(/C)OC1CC1",
  "lumo_ev": 0.9893,
  "energy_ev": -8866.4147,
  "mol_weight_g_mol": 99.133,
  "orbital_gap_ev": 10.40,
  "relative_energy_kj_mol": 270.0,
  "species": ["C", "C", "N", "O", "C", "C", "C", "H", "H", "H", "H", "H", "H", "H", "H", "H"],
  "positions_angstrom": [[2.38364, -0.75671, 0.06675], [1.50018, 0.48961, 0.00821], [2.19341, 1.48419, -0.35912], [0.12537, 0.64028, -0.05028], [-0.95916, -0.09858, 0.47526], [-1.97713, -0.64513, -0.48372], [-2.32038, 0.54877, 0.36820], [2.51607, -1.28184, 1.01296], [2.04749, -1.44404, -0.71255], [3.37067, -0.38415, -0.24391], [1.58274, 2.20819, -0.71362], [-0.75493, -0.64029, 1.39411], [-1.80891, -0.44136, -1.53684], [-2.45142, -1.59995, -0.27277], [-2.41635, 1.50813, -0.13509], [-3.03127, 0.41286, 1.18240]],
  "mulliken_charge": [-0.88, 0.53, -0.69, -0.32, -0.01, -0.51, -0.55, 0.29, 0.27, 0.30, 0.27, 0.38, 0.24, 0.22, 0.23, 0.23]
}